C2H6N2O | ωB97M-V/def2-TZVPD

Geometry (Å):
C: 0.124 0.453 -1.659
C: 0.353 -0.422 0.637
H: -0.569 1.604 -2.393
H: 1.652 0.768 -1.540
H: -0.145 -1.008 -2.160
H: -1.561 0.151 -0.062
H: -0.977 0.329 2.222
H: -0.008 -1.064 2.709
N: -0.201 0.412 -0.299
N: -0.076 -0.113 1.984
O: 1.406 -1.110 0.561

LUMO, eV: -0.2
DFT total energy, hartree: -264.2873
HOMO-LUMO gap, Ha: 0.345
Maximum force, eV Å⁻¹: 6.55

In elementary charge units, the Löwdin charges are: -0.2547 -0.6635 0.1716 0.2010 0.1704 0.2864 0.0605 0.1907 -0.1948 0.0465 -0.0142